# 1
C48H41BF2I2MgNO2P2SSi as an isolated structure at a distorted geometry, computed with wB97M-V/def2-TZVPD.

XYZ file:
```
102
Properties=species:S:1:pos:R:3:forces:R:3:lowdin_charge:R:1
Mg 0.78790 -1.11354 0.86900 -0.16 -0.42 -2.10 0.57
C -2.18253 0.90174 4.18466 0.29 0.28 -0.30 -0.17
Si -1.09897 1.01011 2.57166 -0.92 0.57 0.85 0.72
C -0.03564 2.61900 2.61694 -0.17 -0.36 -0.06 -0.23
C -0.34409 3.57899 3.57552 -0.13 0.17 0.14 -0.11
C 0.46100 4.66972 3.83732 0.07 0.11 0.00 -0.09
C 1.64669 4.82046 3.13781 0.05 0.11 0.09 -0.09
C 1.98177 3.88931 2.17407 0.11 -0.05 -0.01 -0.11
C 1.15748 2.79735 1.89539 0.01 0.04 -0.04 -0.35
P 1.61363 1.71003 0.47634 0.47 0.51 0.38 1.10
C 3.17659 0.86735 0.96912 -0.18 -0.13 0.01 -0.39
C 3.77221 0.92547 2.22261 -0.12 0.05 0.04 -0.07
C 4.82742 0.07838 2.53147 0.09 0.04 0.02 -0.07
C 5.30487 -0.82360 1.59666 0.04 0.03 -0.04 -0.09
C 4.77169 -0.83029 0.31495 0.16 -0.09 0.00 -0.08
C 3.72888 0.01880 0.00437 -0.02 0.05 -0.01 -0.14
C 2.38228 3.02866 -0.58002 -0.18 -0.23 -0.30 -0.37
C 1.49570 3.91479 -1.18883 -0.01 -0.06 0.04 -0.11
C 1.94940 4.90227 -2.04102 -0.04 0.13 -0.13 -0.09
C 3.30371 5.00855 -2.32057 0.07 0.05 -0.02 -0.11
C 4.19589 4.13614 -1.72126 0.09 0.14 -0.15 -0.09
C 3.74112 3.15440 -0.85840 -0.09 -0.15 0.15 -0.09
C -2.54015 1.41489 1.34225 0.49 -0.41 -0.12 -0.23
C -3.36738 2.46924 1.72985 0.04 0.17 0.03 -0.10
C -4.52469 2.79398 1.04948 -0.06 0.05 0.05 -0.09
C -4.87723 2.07003 -0.07677 -0.08 0.00 -0.12 -0.09
C -4.05124 1.05147 -0.50925 -0.20 -0.06 0.05 -0.12
C -2.90445 0.69801 0.19962 0.00 -0.01 -0.13 -0.36
P -1.76591 -0.57410 -0.47673 -0.58 0.25 -0.38 1.13
C -2.71513 -2.12017 -0.82751 0.20 -0.08 0.13 -0.34
C -4.03896 -2.25347 -1.23252 0.05 0.05 0.04 -0.07
C -4.54564 -3.49791 -1.57606 -0.16 0.05 -0.06 -0.09
C -3.75074 -4.62916 -1.50599 0.06 -0.11 0.08 -0.10
C -2.44178 -4.51397 -1.06490 -0.06 -0.16 -0.14 -0.08
C -1.93053 -3.26885 -0.74444 -0.03 0.11 0.00 -0.11
C -1.80037 0.04502 -2.21752 0.32 0.06 -0.06 -0.36
C -1.62922 -0.81874 -3.29792 -0.09 -0.03 0.11 -0.10
C -1.60222 -0.33901 -4.59492 0.02 0.00 -0.20 -0.09
C -1.73409 1.01690 -4.84198 0.02 0.05 -0.10 -0.10
C -1.84378 1.89361 -3.77500 0.06 0.14 -0.12 -0.09
C -1.85467 1.41376 -2.48014 0.04 -0.03 0.11 -0.11
H -2.18929 1.79572 4.79894 -0.06 0.26 0.14 0.00
H -3.21279 0.66662 3.93901 -0.26 -0.03 -0.13 0.02
H -1.80794 0.09605 4.80615 0.22 -0.19 0.08 0.01
H -1.25660 3.47166 4.14083 -0.10 0.00 0.13 0.07
H 0.16820 5.39298 4.58761 0.00 0.05 0.03 0.10
H 2.30028 5.66073 3.33694 0.04 0.00 -0.01 0.10
H 2.90887 4.01002 1.62772 0.00 0.05 -0.01 0.10
H 3.39170 1.61137 2.96505 -0.10 -0.07 0.08 0.11
H 5.27619 0.11128 3.51490 -0.05 0.02 0.08 0.10
H 6.10306 -1.50586 1.85254 0.05 -0.04 0.04 0.10
H 5.16749 -1.50337 -0.43330 0.01 -0.04 -0.09 0.10
H 3.34314 0.04986 -1.00574 0.00 -0.12 -0.02 0.09
H 0.43827 3.82413 -0.97156 -0.11 0.03 -0.02 0.10
H 1.25157 5.58921 -2.50047 -0.07 0.02 -0.01 0.10
H 3.66497 5.76588 -3.00208 0.00 0.08 -0.04 0.09
H 5.25454 4.22373 -1.92957 0.04 -0.02 0.01 0.10
H 4.45154 2.48875 -0.38776 0.02 -0.02 -0.02 0.10
H -3.09435 3.05479 2.59584 0.02 0.07 0.16 0.09
H -5.15255 3.60623 1.39210 0.00 0.06 0.03 0.10
H -5.77481 2.31313 -0.62929 -0.05 0.02 -0.05 0.10
H -4.28710 0.54668 -1.43516 -0.03 0.00 -0.03 0.09
H -4.69200 -1.39740 -1.28249 -0.03 0.09 -0.02 0.09
H -5.57010 -3.58336 -1.91602 -0.05 0.02 0.03 0.10
H -4.14716 -5.59570 -1.78670 -0.05 -0.04 0.01 0.09
H -1.82346 -5.39819 -0.97811 0.09 0.00 -0.01 0.11
H -0.91052 -3.16849 -0.40145 0.10 -0.13 0.04 0.08
H -1.51318 -1.87944 -3.12290 -0.06 -0.10 0.00 0.11
H -1.48002 -1.02391 -5.42318 0.00 -0.08 -0.02 0.10
H -1.74352 1.39125 -5.85609 0.03 0.01 -0.08 0.09
H -1.92671 2.95720 -3.95329 0.03 0.07 -0.01 0.10
H -1.91558 2.10791 -1.65327 -0.06 0.08 0.00 0.11
I 2.57680 -5.69743 1.03993 0.06 0.25 -0.41 0.86
C 2.64375 -4.35830 -0.59387 -0.57 -0.25 0.90 -0.62
C 3.44056 -4.62298 -1.68653 0.29 0.25 -0.74 -0.24
C 3.47797 -3.71753 -2.72416 0.78 -0.74 -0.43 -0.64
I 4.71936 -4.17714 -4.39461 -0.25 0.07 0.40 0.82
C 2.75291 -2.52006 -2.69245 -0.29 0.16 0.08 -0.22
C 2.81175 -1.50599 -3.66963 -0.39 0.43 0.24 -0.04
C 2.09916 -0.34374 -3.47232 0.41 -0.57 -0.52 -0.03
C 1.29076 -0.22451 -2.34793 -0.55 -0.28 0.72 -0.17
N 1.16030 -1.18024 -1.43496 0.60 0.77 -0.32 0.07
C 1.89915 -2.29570 -1.57659 0.32 -0.10 -0.67 -0.16
C 1.81908 -3.23373 -0.50005 0.34 -0.80 0.40 -0.46
O 1.06645 -3.00910 0.50835 -0.04 -0.20 -0.05 -0.22
H 4.02956 -5.52703 -1.72108 0.03 -0.03 -0.03 0.08
H 3.41016 -1.65481 -4.55522 0.10 0.06 -0.04 0.05
H 2.13275 0.45556 -4.19793 0.00 0.08 0.01 0.11
H 0.71195 0.67249 -2.18154 0.02 0.07 0.01 0.09
F 1.40578 0.07666 3.44390 0.48 0.84 0.69 -0.03
B 0.26997 -0.42207 2.75777 0.50 0.10 0.70 -0.98
F -0.19547 -1.48424 3.60073 -0.27 -0.44 0.35 -0.11
C -1.47676 -3.80522 2.57174 -0.13 0.48 0.17 -0.21
S -2.45150 -2.32006 2.98995 -0.97 -1.79 0.45 0.91
C -4.09136 -3.18840 2.83691 0.71 0.43 0.11 -0.22
O -2.39759 -1.44505 1.79957 -0.14 0.52 -0.14 -0.61
H -1.32707 -4.36367 3.48844 0.05 -0.14 0.17 0.06
H -0.51964 -3.46522 2.18559 0.03 0.03 0.09 0.03
H -1.99070 -4.40078 1.82735 -0.14 -0.06 -0.11 0.04
H -4.10566 -4.03566 3.51423 0.05 -0.16 0.13 0.04
H -4.23104 -3.50909 1.81188 0.06 -0.07 -0.26 0.04
H -4.87231 -2.49200 3.11599 -0.08 0.21 0.04 0.04
```
Positions in Å, forces in eV/Å.

Calculated values
- total charge = -1
- ΔE to the lowest compared entry with this formula, charge and spin (kJ/mol) = 0.0
- max |F| (Eh/bohr) = 0.0418


# 2
C48H41CeCl6N4O3S5 as an isolated structure at a distorted geometry, computed with wB97M-V/def2-TZVPD.

XYZ file:
```
108
Properties=species:S:1:pos:R:3:forces:R:3:lowdin_spin:R:1
Ce 1.24297 -1.33290 0.76718 2.63 0.20 0.33 1.01
Cl -0.57263 -3.47619 1.58389 0.47 -0.05 -0.39 0.00
C -0.24650 -3.69106 -0.16189 -0.26 -1.85 -2.17 0.00
C 0.42199 -2.79923 -0.99037 -0.52 -0.73 -1.22 0.00
C 0.43138 -3.02138 -2.40880 -1.04 -0.53 2.11 0.00
Cl 1.40726 -2.12269 -3.46706 0.55 0.85 -0.18 0.00
C -0.42929 -3.96604 -2.97170 0.42 0.36 0.94 0.00
Cl -0.88928 -3.89784 -4.61552 0.06 -0.17 -0.35 0.00
C -0.93690 -4.94017 -2.11695 -0.19 -0.08 1.36 0.00
Cl -1.98752 -6.11632 -2.74967 -0.28 -0.74 -0.29 0.00
C -0.73593 -4.91699 -0.70909 0.09 1.44 -0.75 0.00
Cl -1.14645 -6.25497 0.27649 -0.23 -0.08 0.01 0.00
O 2.56821 -1.72897 2.41475 0.40 -0.64 1.24 -0.01
C 3.37523 -2.55295 3.23212 0.75 0.81 -0.87 0.00
C 2.72014 -2.74340 4.60911 -0.36 -1.42 0.03 0.00
C 1.80709 -3.73842 4.92120 0.97 0.52 -0.36 0.00
C 1.14779 -3.51542 6.15503 -0.64 -0.82 -0.82 0.00
C 1.54739 -2.40084 6.76074 0.75 1.28 1.35 0.00
S 2.91774 -1.67810 5.99489 -1.00 0.04 -1.22 0.00
C 3.64813 -3.85383 2.39606 -0.17 1.55 1.14 0.00
C 3.93670 -5.07993 2.86437 -0.73 -1.15 -1.06 0.00
C 3.77612 -6.06091 1.79616 0.93 0.84 0.06 0.00
C 3.59399 -5.50704 0.56211 0.34 1.15 1.49 0.00
S 3.60113 -3.73041 0.64596 -0.72 -1.56 1.05 0.00
C 4.75255 -1.93888 3.37625 1.14 0.58 1.13 0.00
C 5.70933 -2.16904 4.35629 -1.03 -1.24 0.43 0.00
C 7.02503 -1.89669 3.92881 0.47 0.64 0.35 0.00
C 7.03965 -1.26957 2.72003 0.58 0.14 0.08 0.00
S 5.47989 -1.04640 2.10375 -0.46 -0.40 -0.79 0.00
H 1.68009 -4.64633 4.34080 -0.20 0.39 -0.26 0.00
H 0.35094 -4.14509 6.50207 -0.21 -0.13 0.20 0.00
H 1.13024 -1.95039 7.66009 0.34 -0.25 -0.13 0.00
H 4.19278 -5.35528 3.88870 -0.40 0.28 -0.27 0.00
H 3.93768 -7.10165 2.00843 -0.16 -0.36 -0.30 0.00
H 3.57496 -5.96996 -0.38027 -0.07 -0.56 -0.93 0.00
H 5.46904 -2.61651 5.34454 0.23 0.11 -0.97 0.00
H 7.92995 -2.06882 4.51456 -0.38 -0.01 -0.13 0.00
H 7.91302 -0.89949 2.19330 -0.28 0.03 0.06 0.00
O -0.29475 -0.37033 2.10040 -3.90 2.21 1.04 0.00
S -1.75414 0.32756 2.08058 1.96 -2.18 -0.05 0.00
C -3.00277 -1.02977 2.20002 0.55 0.77 0.69 0.00
C -4.06318 -0.88360 1.33550 -1.59 -0.73 -0.55 0.00
C -5.18762 -1.74252 1.50427 0.81 0.14 -0.29 0.00
C -5.18853 -2.71779 2.50122 -0.72 -0.58 -0.14 0.00
C -4.09109 -2.88678 3.34724 0.88 0.33 0.41 0.00
C -3.00195 -2.00325 3.21724 0.06 -0.01 0.64 0.00
C -1.97335 1.08195 3.69370 -0.25 0.05 -0.44 0.00
C -0.89579 1.61327 4.37221 0.60 -0.94 0.41 0.00
C -1.08463 1.96272 5.71185 1.87 0.75 -0.09 0.00
C -2.33147 2.01103 6.28619 -0.76 -0.23 -0.54 0.00
C -3.43554 1.73022 5.47653 0.21 -0.50 -0.97 0.00
C -3.26757 1.20659 4.18876 0.34 -0.02 0.68 0.00
H -4.12287 -0.15549 0.50685 0.39 -0.31 0.68 0.00
H -5.99984 -1.67404 0.77477 0.17 0.02 0.46 0.00
H -6.06517 -3.39743 2.62915 0.81 0.71 -0.25 0.00
H -4.06670 -3.68348 4.13793 -0.10 0.98 -0.92 0.00
H -2.18961 -2.01804 3.97698 -0.50 -0.07 -0.82 0.00
H 0.12457 1.54279 3.97511 -0.52 0.07 0.06 0.00
H -0.14770 2.24714 6.25122 -1.13 -0.31 -0.20 0.00
H -2.47005 2.19768 7.33429 0.03 0.36 0.21 0.00
H -4.45864 1.84277 5.76321 -0.32 0.04 0.73 0.00
H -4.11199 0.80023 3.64068 0.03 0.28 0.07 0.00
C 1.79194 5.61673 -4.08215 -0.40 -0.05 -0.77 0.00
C 0.26157 5.48856 -3.86716 -0.42 -1.27 0.81 0.00
C -0.49712 6.06571 -5.03527 -1.20 0.79 -0.61 0.00
C -0.02284 6.31663 -2.60504 0.01 0.52 -0.43 0.00
C -0.23071 3.99424 -3.60317 0.50 0.55 0.66 0.00
O -1.50471 4.02104 -2.98962 -0.51 -0.71 -0.15 0.00
C -0.23036 3.08896 -4.84836 0.70 -0.81 0.10 0.00
C -1.53736 3.01046 -5.66244 0.63 0.16 -0.91 0.00
C -2.50730 1.95357 -5.24566 -0.56 -1.06 0.27 0.00
C -2.21397 0.58652 -5.47827 -0.36 0.24 0.41 0.00
C -3.02846 -0.44093 -4.99288 -0.06 -0.16 0.13 0.00
C -4.20429 -0.10734 -4.29297 1.31 0.28 -0.63 0.00
Cl -5.25111 -1.39232 -3.86200 -0.46 -0.31 0.50 0.00
C -4.51257 1.22058 -4.07553 -0.40 0.40 -0.42 0.00
C -3.71673 2.22651 -4.62013 0.32 0.23 0.17 0.00
C 0.79463 3.47132 -2.58924 1.79 -0.16 -0.36 0.00
N 0.34003 2.31264 -1.87245 -1.29 -1.90 0.82 0.00
C 1.02918 1.56423 -1.00827 -0.18 -0.43 -1.22 0.00
N 0.32885 0.45838 -0.71972 -0.06 1.06 0.10 0.00
C -0.84782 0.61304 -1.37171 -0.10 0.53 -0.41 0.00
N -0.88441 1.72408 -2.08742 0.47 -0.60 0.27 0.00
H 1.89288 6.67036 -4.38591 0.50 -0.30 0.21 0.00
H 2.18184 4.99559 -4.91491 -0.18 0.26 0.45 0.00
H 2.36739 5.42177 -3.15778 -0.26 0.16 -0.62 0.00
H -0.20876 7.11753 -5.11833 0.06 -0.05 -0.31 0.00
H -1.62184 6.09427 -4.95516 1.09 -0.27 0.47 0.00
H -0.30900 5.56707 -5.98663 0.32 0.02 0.00 0.00
H -0.27497 7.31927 -2.93173 0.02 0.36 0.09 0.00
H 0.85128 6.40927 -1.96297 -0.05 -0.12 0.13 0.00
H -0.86735 5.95386 -2.05487 -0.38 -0.26 0.33 0.00
H -1.72173 3.05382 -2.77293 0.28 1.59 -0.36 0.00
H 0.03123 2.02786 -4.54349 -0.16 1.13 -0.33 0.00
H 0.59419 3.44857 -5.49840 -0.41 -0.34 0.21 0.00
H -1.22073 2.71464 -6.66536 0.10 0.09 -0.17 0.00
H -1.96302 4.00536 -5.79434 -0.33 -0.20 0.31 0.00
H -1.35910 0.34842 -6.09460 0.27 -0.17 0.16 0.00
H -2.78638 -1.52462 -5.10361 -0.12 1.13 -0.19 0.00
H -5.40739 1.54334 -3.56340 -0.20 -0.33 0.02 0.00
H -4.06064 3.25889 -4.57490 0.19 -0.15 0.35 0.00
H 1.06909 4.19256 -1.78228 -0.17 -0.22 -1.01 0.00
H 1.72579 3.13089 -3.17557 -1.17 0.72 1.02 0.00
H 2.07841 1.75276 -0.79503 -0.37 -0.13 0.30 0.00
H -1.70241 -0.09240 -1.33449 0.86 0.58 -0.07 0.00
S 5.55877 0.85690 -1.38807 0.33 0.52 -0.35 0.00
C 4.20452 0.32790 -0.71893 -0.81 -1.33 0.91 0.00
N 3.28791 -0.18781 -0.16904 0.14 0.75 -0.62 0.00
```
Positions in Å, forces in eV/Å.

Calculated values
- electronic energy (eV) = -204782.9884
- total charge = 0
- spin multiplicity = 2
- expectation value of S² = 0.75
- max |F| (Eh/bohr) = 0.0894